# 1
Here is a single C10H13N molecule from the Open Molecules 2025 dataset. Energies are from wB97M-V/def2-TZVPD.

```
24
Properties=species:S:1:pos:R:3:lowdin_charge:R:1
C 0.66864 0.44247 1.84526 -0.46
C 1.62617 -0.39283 0.92444 -0.19
C 0.79134 -1.45466 0.17892 -0.15
C 0.02273 -0.70653 -0.86574 -0.22
C -0.45084 -1.33732 -2.02883 -0.09
C -1.39936 -0.80956 -2.74645 -0.17
C -1.99572 0.41542 -2.53542 -0.06
C -1.61665 1.08604 -1.29648 0.00
C -0.59969 0.48445 -0.45067 -0.17
C -0.15853 1.23903 0.79660 -0.10
H 1.86217 1.93561 2.65132 0.08
H 1.44512 0.58211 3.71583 0.10
H 0.13662 -0.38430 2.48942 0.16
H 2.21116 0.31453 0.26587 0.13
H 2.38538 -0.80216 1.60890 0.10
H 1.16201 -2.56887 -0.28158 0.17
H -0.05444 -1.82529 1.05905 0.17
H -0.08046 -2.34471 -2.17802 0.11
H -1.63111 -1.49408 -3.60151 0.12
H -2.64629 0.97608 -3.29427 0.12
H -2.11867 1.95703 -0.95973 0.08
H 0.43725 2.02329 0.51874 0.08
H -1.22399 1.47837 1.29410 0.16
N 1.22715 1.18590 2.89023 0.02
```

Calculated values
SMILES: N[C@@H]1CCc2ccccc2C1
F_max (eV/Å): 6.065
Net charge: 0
Orbital gap (eV): 9.506



# 2
Here is a single C3H7NO2 molecule from the Open Molecules 2025 dataset. Energies are from wB97M-V/def2-TZVPD.

```
13
Properties=species:S:1:pos:R:3:lowdin_charge:R:1
C -1.60389 0.19218 -0.14842 -0.03
C -0.28891 -0.13871 0.53565 -0.36
O -0.00186 -1.52442 0.40325 -0.05
C 0.85972 0.74714 0.02900 -0.51
O 0.73908 1.95660 -0.05697 0.05
N 1.99010 0.06435 -0.27577 0.17
H -1.73879 1.27058 -0.24366 0.09
H -2.43480 -0.24556 0.41264 0.09
H -1.60406 -0.24475 -1.15744 0.09
H -0.37220 0.06699 1.60982 0.16
H -0.38545 -1.79121 -0.44360 0.09
H 2.02722 -0.92965 -0.11576 0.10
H 2.81383 0.57647 -0.54874 0.11
```

Calculated values
SMILES: C[C@@H](O)C(N)=O
F_max (eV/Å): 0.320
Net charge: 0
Orbital gap (eV): 10.407



# 3
Here is a molecular structure, C24H46Cl2N3O5SiZn from the Open Molecules 2025 dataset. Energies are from wB97M-V/def2-TZVPD.

```
82
Properties=species:S:1:pos:R:3:lowdin_charge:R:1
C 3.04778 -2.32295 -6.56246 -0.09
C 2.55945 -1.56324 -7.73310 -0.23
H 2.80387 -3.38086 -6.66759 0.07
H 2.55966 -1.99884 -5.62414 -0.07
H 4.13180 -2.22794 -6.42457 0.10
C 2.64620 -2.08040 -8.96972 -0.13
C 3.04873 -3.48444 -9.19660 -0.11
H 2.55849 -1.44027 -9.84596 0.10
H 2.50455 -4.19651 -8.55498 0.08
H 4.12639 -3.59800 -8.99541 0.09
H 2.87223 -3.75192 -10.23959 0.07
Zn 2.19616 0.93586 -4.83670 0.23
Cl 4.13653 1.76568 -5.03872 0.00
C 0.67021 3.05907 -3.44701 -0.22
O 0.65576 1.86696 -3.94173 -0.15
N -0.39089 3.65267 -2.92326 -0.15
C -1.66975 2.95149 -2.76025 -0.03
C -0.29158 5.09707 -2.73080 -0.07
H 1.60549 3.62407 -3.46172 0.15
H -1.55962 2.07117 -2.11564 0.10
H -2.10188 2.63263 -3.72044 0.08
H -2.37409 3.63824 -2.29743 0.07
H 0.61509 5.30837 -2.14844 0.09
H -1.18205 5.47602 -2.22732 0.08
H -0.19448 5.60640 -3.69919 0.09
H -3.91445 2.16695 3.05130 0.07
H -2.47345 2.44560 4.57208 0.07
C -3.53796 1.23335 2.63305 -0.12
C -1.65844 1.80016 4.24996 -0.28
N -2.17051 1.06109 3.08505 -0.12
H -3.54119 1.28109 1.53402 0.09
C -1.44425 0.16198 2.43196 -0.66
O -1.72114 -0.56182 1.50147 0.09
H -0.80511 2.43305 3.97448 0.05
H -0.07898 0.68105 3.81303 0.09
H -4.17246 0.38988 2.95343 0.09
H -1.40384 1.12522 5.07986 0.04
H 0.22478 -4.88129 -0.01278 0.09
H 0.13954 -4.01751 -2.95990 0.08
C -0.85080 -4.88187 -0.28391 -0.07
C -0.92272 -4.17157 -2.70217 -0.06
N -1.16437 -3.87551 -1.30001 -0.20
H -1.44366 -4.68747 0.62738 0.08
C -1.40826 -2.57897 -0.97033 -0.30
O -1.41798 -1.63406 -1.79081 -0.04
H -1.53918 -3.49343 -3.30347 0.07
H -1.59742 -2.43405 0.11464 0.11
H -1.09970 -5.87860 -0.67981 0.08
H -1.19880 -5.21422 -2.88189 0.08
O 1.40416 0.22579 -6.40748 -0.48
C 2.24562 -0.09143 -7.53734 -0.29
C 0.86539 0.18903 -9.70293 -0.08
C 1.67446 0.70835 -8.69396 -0.17
H 0.63386 -0.87320 -9.69783 0.10
C 0.31546 1.03531 -10.67883 -0.07
H 3.19464 0.38791 -7.24329 0.10
C 2.01624 2.06691 -8.70521 -0.03
H -0.33610 0.60138 -11.44480 0.10
C 0.65414 2.39276 -10.67130 -0.10
C 1.52196 2.91572 -9.70244 -0.08
H 2.63997 2.44943 -7.89532 0.11
H 0.25858 3.04238 -11.45366 0.09
H 1.82758 3.96987 -9.73035 0.10
Si -0.43846 -0.13469 -6.12489 0.42
Cl 1.01674 -1.37140 -4.46225 0.32
C -1.18690 -1.05859 -7.56684 -0.16
C -0.85571 1.73000 -6.53864 -0.16
C -1.55307 -0.58519 -4.62576 -0.31
H -1.28482 -0.38547 -8.42871 0.02
H -2.20207 -1.36295 -7.26718 0.04
H -0.61851 -1.95230 -7.83973 0.03
H -1.59444 -1.66517 -4.33567 -0.01
H -2.58517 -0.28576 -4.94679 0.04
H -1.31652 0.00982 -3.72660 0.00
H -0.98825 1.89138 -7.62230 0.03
H -0.03095 2.38331 -6.21339 0.01
H -1.77325 2.04976 -6.01881 0.02
C 0.85494 -0.87854 2.57992 -0.12
O -0.11210 0.16350 2.96198 -0.13
H 0.72438 -1.75927 3.21874 0.06
H 1.84474 -0.42907 2.66642 0.06
H 0.63316 -1.11527 1.54277 0.08
```

Calculated values
F_max (eV/Å): 2.876
Net charge: -1
Orbital gap (eV): 2.105



# 4
Here is a single C3H5N3O molecule from the Open Molecules 2025 dataset. Energies are from wB97M-V/def2-TZVPD.

```
12
Properties=species:S:1:pos:R:3:lowdin_charge:R:1
C -0.92964 0.84197 0.48128 0.01
C 0.86606 -0.05831 -0.17929 -0.52
N 1.18068 -1.31426 0.27542 0.13
N -0.60037 -0.09921 -0.82158 0.18
N 1.74726 0.79177 -0.47183 0.13
C -1.78187 -0.14574 -0.24182 -0.53
O -2.87388 -0.63622 -0.28538 0.11
H 0.55669 -2.05899 0.00918 0.10
H 2.15197 -1.55560 0.15289 0.10
H 1.40942 1.72892 -0.65136 0.06
H -0.72766 0.61840 1.52098 0.12
H -0.99867 1.88729 0.21152 0.10
```

Calculated values
SMILES: [H]/N=C(/N)N1CC1=O
F_max (eV/Å): 3.660
Net charge: 0
Orbital gap (eV): 10.184



Q: The lowest orbital gap belongs to which entry?
A: C24H46Cl2N3O5SiZn



Q: Which of these has the highest orbital gap?
A: C3H7NO2



Q: net charge of number 1 (C10H13N)?
A: 0



Q: Which of these has the highest orbital gap?
A: C3H7NO2